w:
A cluster of 2 separate species, C2H5N3O2 in total. Source: the OMol25 dataset; level of theory: ωB97M-V with the def2-TZVPD basis set.

Structure (XYZ):
```
12
C2H5N3O2 ωB97M-V with the def2-TZVPD basis set
C -0.45 -0.30 -0.29
N 1.70 -0.81 0.33
C -0.13 1.90 0.09
O -0.96 -0.53 1.08
O -1.43 -0.24 -1.21
N -0.64 1.98 1.13
N 0.70 -0.72 -0.63
H -1.93 -0.47 1.07
H -1.07 -0.53 -2.06
H 1.34 -1.13 1.23
H 2.42 -1.44 -0.02
H 0.45 2.31 -0.72
```

## Properties
charge: 0
spin multiplicity: 1
orbital gap: 9.221 eV
E_HOMO: -8.654 eV

---

x:
An isolated molecule of C2H5N3O2. Source: the OMol25 dataset; level of theory: ωB97M-V with the def2-TZVPD basis set.

Structure (XYZ):
```
12
C2H5N3O2 ωB97M-V with the def2-TZVPD basis set
C 1.04 0.79 -0.19
C -0.79 -0.63 -0.14
H 3.37 0.62 0.51
H 3.26 -1.04 0.73
H 1.45 1.78 -0.44
H -0.08 -1.42 -0.47
H -3.65 0.03 0.08
N 3.06 -0.25 0.11
N 1.70 -0.34 0.00
N -2.10 -0.78 -0.11
O -0.35 0.65 -0.11
O -2.71 0.44 0.32
```

## Properties
charge: 0
spin multiplicity: 1
orbital gap: 9.507 eV
E_HOMO: -8.662 eV

---

List of relative energies, unit hartree: w 0.0000; x 0.0470

---

w:
A cluster of 9 separate species, H18O9 in total. Source: the OMol25 dataset; level of theory: ωB97M-V with the def2-TZVPD basis set.

Structure (XYZ):
```
27
H18O9 ωB97M-V with the def2-TZVPD basis set
H 0.18 0.17 0.55
H 1.42 -0.58 0.09
H -3.22 -0.42 1.35
H -2.93 -0.85 -0.08
H 1.14 4.79 0.95
H 1.90 3.49 1.07
H -3.72 1.01 -1.52
H -3.43 -0.15 -2.46
H 6.42 -2.12 -0.44
H 5.00 -1.73 -0.83
H 2.86 1.39 -2.38
H 3.24 0.60 -1.13
H -1.01 3.20 0.93
H -2.12 3.97 1.63
H -0.74 -3.92 2.88
H 0.42 -2.95 3.01
H -2.55 -2.32 -1.35
H -3.56 -3.46 -1.26
O 0.58 -0.23 -0.23
O -2.53 -0.81 0.80
O 1.16 3.97 1.45
O -3.76 0.76 -2.45
O 5.92 -1.44 -0.90
O 3.44 0.68 -2.08
O -1.53 4.01 0.87
O 0.16 -3.86 3.20
O -2.75 -3.19 -1.71
```

## Properties
charge: 0
spin multiplicity: 1
orbital gap: 10.934 eV
E_HOMO: -11.339 eV

---

x:
A structure of composition H18O9. Source: the OMol25 dataset; level of theory: ωB97M-V with the def2-TZVPD basis set.

Structure (XYZ):
```
27
H18O9 ωB97M-V with the def2-TZVPD basis set
O -0.23 0.35 0.12
H 0.70 0.55 0.04
H -0.27 -0.60 0.17
O -2.49 0.40 0.03
H -1.69 0.70 -0.40
H -2.88 1.19 0.40
O -1.02 2.61 0.99
H -0.76 1.72 0.77
H -1.93 2.54 1.28
O 0.45 0.19 -1.80
H 0.46 1.14 -1.78
H -0.16 -0.06 -1.10
O 0.53 -1.83 -0.11
H 0.64 -2.25 0.74
H 1.34 -1.33 -0.23
O 2.16 -0.61 -1.44
H 2.40 0.27 -1.72
H 1.20 -0.63 -1.52
O 1.67 0.69 0.18
H 2.53 0.63 0.60
H 1.81 0.40 -0.72
O -2.03 -1.37 -0.64
H -2.08 -0.44 -0.39
H -2.71 -1.79 -0.13
O 0.70 -0.44 2.28
H 0.30 -1.03 1.64
H 1.34 -0.98 2.74
```

## Properties
charge: 0
spin multiplicity: 1
orbital gap: 9.687 eV
E_HOMO: -9.614 eV

---

List of relative energies, unit hartree: w 0.0000; x 0.5338

---

w:
An isolated molecule of C3H6O2. Source: the OMol25 dataset; level of theory: ωB97M-V with the def2-TZVPD basis set.

Structure (XYZ):
```
11
C3H6O2 ωB97M-V with the def2-TZVPD basis set
O -1.67 0.44 -1.14
C -0.95 0.62 0.06
C 0.51 0.30 -0.16
C 1.20 -0.72 0.63
O 0.70 -1.03 -0.66
H -1.40 -0.43 -1.47
H -1.08 1.67 0.36
H -1.35 -0.01 0.87
H 1.10 1.05 -0.68
H 0.67 -1.20 1.46
H 2.28 -0.70 0.72
```

## Properties
charge: 0
spin multiplicity: 1
orbital gap: 11.397 eV
E_HOMO: -10.300 eV

---

x:
A structure of composition C3H6O2. Source: the OMol25 dataset; level of theory: ωB97M-V with the def2-TZVPD basis set.

Structure (XYZ):
```
11
C3H6O2 ωB97M-V with the def2-TZVPD basis set
C 0.97 0.99 0.50
C 0.10 -0.19 0.36
O -0.39 -0.72 1.37
C -0.49 -0.66 -0.95
O -1.81 -0.58 -0.48
H 1.16 1.17 1.56
H 0.43 1.86 0.08
H 1.88 0.85 -0.08
H -0.19 -1.70 -1.20
H -0.18 -0.02 -1.80
H -1.48 -1.01 0.63
```

## Properties
charge: 0
spin multiplicity: 1
orbital gap: 10.107 eV
E_HOMO: -9.529 eV

---

y:
A cluster of 2 separate species, C3H6O2 in total. Source: the OMol25 dataset; level of theory: ωB97M-V with the def2-TZVPD basis set.

Structure (XYZ):
```
11
C3H6O2 ωB97M-V with the def2-TZVPD basis set
O -2.87 -0.18 0.18
C -2.38 0.32 -0.81
H -1.58 -0.16 -1.42
H -2.69 1.35 -1.22
O 1.99 0.24 -1.13
C 1.86 0.45 0.06
C 1.12 -0.63 0.83
H 1.93 1.40 0.53
H 0.99 -1.67 0.13
H 1.55 -0.90 1.82
H 0.09 -0.22 1.04
```

## Properties
charge: 0
spin multiplicity: 1
orbital gap: 10.735 eV
E_HOMO: -10.082 eV

---

List of relative energies, unit hartree: w 0.0000; x 0.0143; y 0.0180

---

w:
An isolated molecule of C3H6O2. Source: the OMol25 dataset; level of theory: ωB97M-V with the def2-TZVPD basis set.

Structure (XYZ):
```
11
C3H6O2 ωB97M-V with the def2-TZVPD basis set
C 0.89 0.36 -0.59
C -0.40 0.45 0.19
C -1.69 -0.02 -0.36
H 1.80 -0.85 0.60
H 0.80 -0.41 -1.36
H 1.10 1.33 -1.07
H -0.35 1.22 0.98
H -2.62 0.36 0.04
H -1.77 -0.41 -1.38
O 1.97 0.05 0.27
O -0.94 -0.80 0.58
```

## Properties
charge: 0
spin multiplicity: 1
orbital gap: 11.333 eV
E_HOMO: -10.245 eV

---

x:
An isolated molecule of C3H6O2. Source: the OMol25 dataset; level of theory: ωB97M-V with the def2-TZVPD basis set.

Structure (XYZ):
```
11
C3H6O2 ωB97M-V with the def2-TZVPD basis set
C 0.69 -0.85 1.05
C 0.42 0.38 0.19
O 0.06 1.24 0.96
C -0.19 0.44 -1.24
O -1.58 0.39 -0.98
H 1.62 -0.74 1.63
H 0.67 -1.70 0.40
H -0.13 -0.95 1.79
H 0.06 -0.41 -1.88
H 0.08 1.36 -1.80
H -1.69 0.83 -0.12
```

## Properties
charge: 0
spin multiplicity: 1
orbital gap: 10.222 eV
E_HOMO: -9.753 eV

---

List of relative energies, unit hartree: w 0.0060; x 0.0000